This record from the OMol25 dataset describes a molecular structure, C26H26HgN3O6P2S at a distorted geometry. The level of theory is the ωB97M-V functional and the def2-TZVPD basis.

Geometry (Å):
Hg  -0.065  -1.285  0.415
S  -1.755  -3.390  1.528
P  -0.406  1.666  0.081
P  -2.629  -0.675  0.314
O  6.867  0.001  -1.045
O  -2.755  -4.425  1.328
O  6.842  0.463  1.167
O  -0.852  -3.640  2.635
O  -0.993  -3.176  0.245
O  -2.479  -2.053  1.833
N  2.119  -0.879  0.303
N  0.732  -0.742  2.598
N  0.511  -0.993  -1.858
C  0.538  -0.729  4.972
C  2.075  -0.747  2.697
C  -0.697  3.171  1.127
C  -2.852  0.786  -0.983
C  2.720  -0.756  -0.920
C  -1.911  2.794  -2.003
C  4.177  -0.366  1.390
C  1.923  -0.775  5.092
C  6.340  0.100  0.082
C  -3.930  0.924  -1.862
C  -3.891  -1.768  -0.471
C  -2.980  2.882  -2.879
C  1.487  -0.909  -4.464
C  -1.837  1.764  -1.064
C  2.836  -0.680  1.431
C  4.835  -0.275  0.152
C  0.100  -1.044  -4.212
C  -0.006  -0.743  3.702
C  4.098  -0.479  -0.990
C  2.354  -0.833  -3.409
C  0.984  2.303  -0.952
C  -3.573  0.315  1.565
C  2.693  -0.789  3.948
C  -3.999  1.944  -2.799
C  -0.313  -1.085  -2.899
C  1.869  -0.871  -2.080
H  -2.881  0.981  2.085
H  -4.892  -1.413  -0.209
H  -3.774  -1.758  -1.555
H  0.175  3.300  1.771
H  3.417  -0.737  -3.587
H  2.388  -0.824  6.069
H  3.771  -0.843  4.010
H  -3.757  -2.778  -0.100
H  4.619  -0.400  -1.934
H  -1.080  -0.772  3.551
H  -1.569  3.002  1.759
H  0.935  3.376  -1.148
H  -0.101  -0.708  5.844
H  -3.020  3.672  -3.620
H  4.757  -0.157  2.278
H  -0.855  4.071  0.527
H  -1.367  -1.180  -2.651
H  1.913  2.074  -0.427
H  -1.123  3.537  -2.060
H  0.989  1.753  -1.893
H  -4.013  -0.368  2.289
H  -4.854  2.015  -3.464
H  1.856  -0.862  -5.482
H  -0.616  -1.113  -5.020
H  -4.752  0.216  -1.824
H  -4.340  0.910  1.071

## Properties
* charge: -2
* spin multiplicity: 2
* expectation value of S²: 0.769
* LUMO (spin up / spin down): 0.1591 / 0.1587 Eh

---

This record from the OMol25 dataset describes a gas-phase ion, C6H7N2OSi (charge +1) at a distorted geometry. The level of theory is the ωB97M-V functional and the def2-TZVPD basis.

Geometry (Å):
Si  2.007  -0.471  -0.214
O  -4.298  0.098  -0.002
N  -0.825  0.846  0.014
N  -0.557  -2.031  0.241
C  0.170  1.579  0.383
C  -1.828  0.056  0.103
C  0.658  -1.662  0.364
C  -3.229  0.594  -0.184
C  1.469  1.246  0.414
C  -1.805  -1.324  0.152
H  -0.615  -2.994  0.302
H  -3.268  1.395  -0.835
H  -0.151  2.617  0.449
H  3.270  -0.747  0.244
H  2.071  1.943  0.951
H  -2.692  -1.922  0.073
H  1.703  -1.157  -1.644

## Properties
* charge: +1
* spin multiplicity: 1
* LUMO (spin up / spin down): -0.2455 / -0.2247 Eh

---

The records above give, respectively, energy above the lowest of the compared OMol25 structures with the same formula, charge and spin values of 58.7; 552.6 kJ/mol.